Entry from the Open Molecules 2025 dataset: a structure of composition C8H12N2O9P2Pb (the ωB97M-V functional and the def2-TZVPD basis).

Geometry as ORCA input:
```
! RIJCOSX wB97M-V def2-TZVPD def2/J DEFGRID3
* xyz 2 1
Pb 0.35 -0.76 1.05
C 1.30 -0.98 -4.24
C 1.21 -1.83 -3.01
O 1.96 -2.93 -3.07
P -0.48 -2.01 -2.25
O -1.07 -3.26 -2.98
O -1.19 -0.76 -2.88
O -0.52 -2.13 -0.77
P 2.29 -0.71 -1.41
O 3.43 -0.13 -2.30
O 2.61 -1.83 -0.51
O 1.26 0.30 -1.05
H 0.63 -1.39 -5.00
H 2.32 -1.02 -4.63
H 1.01 0.05 -4.04
H 1.89 -3.50 -2.28
H -1.31 -4.04 -2.45
H -2.15 -0.76 -2.89
H 4.27 -0.62 -2.30
O -0.67 0.41 3.08
N -1.23 1.49 3.00
N -1.29 1.94 1.71
O -0.82 1.25 0.73
C -1.88 3.17 1.51
C -2.40 3.90 2.61
C -2.95 5.13 2.37
C -3.00 5.64 1.07
C -2.49 4.91 -0.01
C -1.92 3.68 0.19
H -2.36 3.49 3.61
H -3.35 5.71 3.19
H -3.45 6.61 0.89
H -2.53 5.32 -1.01
H -1.51 3.10 -0.62
*
```

Values from the calculation:
HOMO-LUMO gap (alpha / beta)   6.1 / 6.7 eV
LUMO (alpha / beta)   -9.3 / -9.4 eV